This record from the OMol25 dataset describes a single C13H13N3O9S molecule at a distorted geometry. The level of theory is ωB97M-V/def2-TZVPD.

```
39
Properties=species:S:1:pos:R:3:forces:R:3
O -0.7740 -4.2074 0.3769 5.628 -1.416 1.035
C 1.0673 -3.3779 1.7346 -1.421 2.147 -0.254
H -1.2056 -0.0646 4.2981 0.207 0.301 -0.245
C 0.6641 -1.1688 0.7832 -2.912 -2.036 -1.163
H -0.6047 -2.3232 -0.3600 0.410 0.427 -0.350
O -1.1136 -1.0079 4.1582 0.632 -1.401 -0.826
H -0.4858 0.8308 0.7035 -0.215 -0.243 0.199
H 1.9159 -3.9071 1.9844 2.141 -0.510 1.601
H -1.4737 -1.3598 1.5810 0.911 0.291 -0.503
H 0.4709 -2.7529 4.8313 0.543 -1.648 -0.477
C 0.4067 3.6447 -1.2693 -0.260 1.790 -1.247
C 0.2478 4.8157 -3.1848 0.167 1.094 4.632
C -0.4942 -0.8249 1.7545 0.296 -0.746 0.518
H -1.9362 1.3486 -3.9078 -0.106 -0.597 0.100
C -0.3660 2.9675 -2.1587 -0.678 -0.967 -0.434
C -0.5218 -0.5381 -1.3764 0.181 -1.200 2.802
H 0.8884 3.2509 -0.4214 -0.153 -0.373 1.153
C -1.5683 0.8550 -3.0107 -0.143 0.241 -0.421
H 1.1630 5.8747 -1.3267 -0.668 -1.670 -1.132
N 0.2769 5.8513 -4.1700 1.202 0.891 -0.680
H 0.8110 -5.5559 -0.7647 -0.756 -0.403 -0.717
O -0.3776 5.6110 -5.1265 -2.097 -0.905 -2.264
O 1.5371 -2.1952 1.0652 0.979 -0.980 0.580
C -0.1153 -1.2709 3.1386 0.095 -1.599 0.162
C 0.1704 -2.8738 3.0166 -2.316 -1.386 -2.096
O 1.3675 -5.1115 -0.1380 -1.218 2.375 3.402
N -0.4428 0.7158 -1.0572 1.236 0.484 0.382
C -0.9303 1.5471 -2.0222 0.592 0.247 -2.308
O 0.9858 6.8641 -4.1405 -0.123 -1.122 1.840
N 0.0024 -1.5025 -0.4817 -1.304 -0.061 -2.364
C 0.4881 -4.3368 0.6727 -5.387 0.812 -3.085
O -0.5258 3.6818 -3.3621 1.220 0.190 1.456
O -0.6288 0.5428 1.6342 -0.532 1.294 0.840
S -1.4925 -0.9333 -2.7693 0.468 2.314 0.072
H 0.8101 -0.8396 3.4619 0.797 0.492 0.100
H -0.7977 -3.4356 2.9370 0.106 1.173 -0.794
C 0.6713 4.9710 -1.8250 0.170 -1.052 -2.292
H 1.2311 -0.3264 0.5930 1.292 1.783 0.052
O 0.6784 -3.4588 4.1485 1.014 1.966 2.728
```
Forces are in eV/Å.

Values from the calculation:
**SMILES**: O=C(O)[C@H]1O[C@@H](Nc2nc(-c3ccc([N+](=O)[O-])o3)cs2)[C@H](O)[C@@H](O)[C@@H]1O
**Energy above the lowest of the compared OMol25 structures with the same formula, charge and spin**: 2.738 eV
**Gap between HOMO and LUMO**: 0.2887 Eh

---

This record from the OMol25 dataset describes a molecular structure, C38H41F32O22V at a distorted geometry. The level of theory is ωB97M-V/def2-TZVPD.

```
134
Properties=species:S:1:pos:R:3:forces:R:3
H 2.4008 -3.1245 2.8026 0.478 1.158 0.137
C 0.5088 0.7868 -4.9306 -1.491 1.402 0.429
F -2.5886 -6.5509 1.5667 0.620 -0.044 -0.471
F 2.6912 0.4936 -5.3866 0.455 -0.515 0.734
H -5.7123 0.1769 -4.0440 0.065 0.798 -0.153
C 5.1422 -2.3416 -0.2969 2.607 -0.579 2.547
H -2.2398 1.3226 -1.1501 -0.080 0.529 -0.125
C -5.3860 -1.6664 -3.3914 0.382 -0.176 -1.014
H -0.7795 3.3666 -4.6521 -0.181 0.153 -0.298
C -4.5831 -2.7608 -2.6714 0.631 -0.810 -0.494
C -3.1515 1.8921 -1.3894 -0.914 0.252 0.094
H 5.3462 0.2027 1.5807 0.464 -0.238 0.352
C 1.2708 4.7177 -6.1655 -0.707 0.201 -1.062
H 4.3949 0.9338 -0.4035 0.885 0.066 0.393
H 3.5113 -3.9935 -2.3914 0.072 0.108 0.526
C -1.4104 1.9151 2.2582 0.163 -0.483 -1.062
H 1.4210 4.5254 -1.7930 0.255 0.784 0.969
H -4.3249 -4.9105 -0.6035 0.518 -0.520 -0.703
C 5.9572 2.9074 1.3588 0.351 1.111 -0.471
O 2.5002 1.4855 1.4995 -0.049 -1.353 -0.881
H 2.7619 4.4465 4.3314 0.557 -0.016 -0.264
C 4.1822 -1.9681 -2.3368 1.493 0.864 0.776
F 0.6724 0.5923 4.5127 -0.670 -0.612 2.103
F -4.1131 1.6259 -0.4603 0.280 0.178 0.173
H 2.0876 3.9686 -6.1687 0.117 0.924 0.380
H -2.2050 -4.3439 2.5315 -0.207 -0.301 -0.582
H -1.2119 -2.9243 -1.5405 -0.524 -0.387 0.180
F -5.3617 -3.8381 -2.2813 0.312 1.153 -0.577
C 3.5709 -3.1447 -1.6937 -0.469 -1.183 0.278
F -2.9783 1.9634 -3.7257 -0.597 -0.710 0.287
O 0.4401 2.1562 -0.4597 0.286 -0.282 -0.332
F -0.0363 0.0732 -5.9574 0.725 0.362 0.303
F -5.8343 -2.0354 -4.6281 -0.245 -1.248 0.026
H 1.2131 -2.0956 5.2555 0.886 -0.752 0.188
F 1.5539 -1.1683 -4.3940 0.819 0.792 0.184
H 6.0075 1.2714 -1.0570 0.685 -0.166 -1.317
H 0.9510 4.9552 2.9689 0.680 -0.189 -0.051
C 1.0318 3.6521 -2.2507 -0.924 -0.271 -1.044
O 1.6164 3.5073 1.6930 -0.589 0.335 -1.104
C 1.8004 0.1995 -4.3917 -0.555 -1.350 -1.682
C 3.0652 4.3002 3.2836 -0.233 0.136 1.476
C 6.1320 0.7089 1.0160 -0.849 -1.324 0.287
C -3.2985 -2.1549 2.0312 1.193 -1.864 2.090
F 0.3532 2.2274 6.6902 -0.543 -1.325 0.445
F -4.1379 -0.9577 0.2347 -0.325 -0.602 -0.944
H 3.9463 -2.6086 2.1404 0.691 -0.140 0.275
H -4.1168 -2.3553 -1.7497 0.093 -0.237 -0.658
O 2.1450 1.6518 -1.6582 1.999 -1.749 -0.076
C -2.9578 3.3471 3.1206 0.414 0.642 0.940
F -6.4358 -1.4493 -2.6341 -1.670 0.222 1.313
H -0.7342 0.7274 7.6034 0.324 -0.114 -0.085
F 1.3093 -4.8579 5.0343 -0.479 0.333 0.791
F -4.0511 -0.0125 2.1743 0.855 -0.341 -0.474
C -0.4499 1.0643 6.6047 0.976 2.840 0.175
H 4.8438 -2.2248 -3.1607 0.012 0.213 -0.030
H 0.1078 -1.9660 3.9180 -0.299 -0.103 -0.564
O 3.1697 2.8684 3.0912 0.182 0.361 -0.536
H -2.4372 4.3028 1.2474 0.148 0.589 -0.098
H -0.2907 -2.5561 -2.9716 0.298 0.021 0.057
O 5.0487 -1.4154 -1.2327 -0.804 0.040 -1.580
F -2.3556 -5.4201 -1.1471 -1.583 -0.011 1.021
C 2.4216 -1.3443 1.4761 0.555 -0.014 1.610
H 2.5881 -2.9148 -1.2935 -0.137 -0.042 -0.002
F -4.9288 2.3226 -2.8362 -0.013 -0.552 -0.210
C 1.8794 4.7102 2.4135 -0.628 0.200 -0.137
C 0.3144 0.0918 5.7807 1.798 -1.556 -1.581
F 0.9833 5.2543 -4.9602 0.342 -0.225 0.229
F -0.4572 0.7547 -3.9634 0.043 -0.336 0.355
O 0.7352 2.0918 -5.2551 -0.141 -0.105 -0.237
H 1.6117 3.5850 -3.1721 -0.393 -0.268 -0.074
F -0.1268 -4.6607 3.4571 -0.552 0.430 1.160
C 1.2168 2.4326 -1.4341 -1.430 0.900 1.313
C -4.7999 -0.3351 -3.7774 0.870 -0.256 0.340
F -3.6678 -3.2554 -3.5855 -0.454 0.503 1.014
O 1.0062 -0.8836 -1.5934 1.992 -0.413 -0.348
H -1.8138 -1.7932 -2.7996 -0.280 0.412 0.454
H 3.2951 -1.6559 3.4931 -0.056 0.375 0.458
O 6.5909 1.8275 1.7773 0.193 -0.397 0.273
F -2.9992 3.2509 -1.4516 0.626 -0.443 0.517
O 5.8769 -2.3118 0.6980 -1.720 0.465 -2.307
C -0.5336 -3.3954 5.4816 -0.296 0.922 -0.124
C 0.1852 -2.1231 4.9785 -1.158 0.190 0.532
H -0.0558 3.8025 -2.4158 0.695 0.015 -0.085
C 3.0611 -2.2281 2.6201 -1.610 -0.693 -2.698
F -4.4500 -5.5546 1.7107 -0.082 1.024 -0.445
C -0.9601 -2.1347 -2.2284 1.052 0.385 0.233
F -3.9462 -6.9364 -0.7353 0.538 1.986 0.906
F -1.0513 4.6377 -6.9703 0.774 0.179 0.135
C -0.4317 2.9007 -5.5723 0.881 -0.870 -0.823
C -3.3671 -0.8922 1.3113 -0.128 3.983 0.773
C -3.2501 -5.4581 1.0559 -0.413 -2.943 1.926
O 5.9951 3.9925 1.8716 -0.137 -0.220 0.282
H -1.4088 -4.4766 0.9108 -1.198 0.310 0.689
H -0.5938 -5.5521 5.2052 0.223 0.252 0.112
H 2.1282 0.5324 -3.4058 -0.101 0.085 -0.219
C -3.8252 1.5448 -2.7021 0.640 0.675 -0.534
F -4.4234 -2.4737 2.6799 -0.499 -0.412 -0.532
H 3.4130 -1.2759 -2.6055 -0.054 0.746 -0.173
C 0.0579 3.9058 -6.6441 -1.084 -0.478 0.503
H -3.7563 2.7668 3.5712 -0.347 0.014 -0.223
F -1.5122 1.4638 5.9337 -1.254 -0.096 -0.380
H -2.3633 -0.4633 1.0687 -0.719 -0.454 0.152
O -2.9104 -3.0548 1.0893 -0.117 -0.028 -0.228
F -2.3955 -2.0173 3.1142 -0.348 -0.160 -1.798
O 3.1370 -0.8230 0.5661 0.068 -0.382 -0.487
C -0.0261 -4.6779 4.8591 0.498 -1.246 -2.167
O -1.7615 2.6003 3.3296 1.021 0.132 1.812
H 6.9516 0.0151 0.8022 -0.265 0.359 0.085
O 4.4479 -3.4309 -0.5938 -0.796 -0.740 -0.286
C 2.4407 2.5555 2.0297 -0.116 0.651 1.332
F -1.9195 -3.3384 5.3244 1.715 -0.112 -0.043
O -0.7363 -0.3905 -0.4831 -0.202 -0.317 -0.015
H -2.8746 4.3276 3.6423 0.009 -0.743 -0.380
O -2.2187 2.2973 1.2455 0.436 -0.624 -0.579
O 5.3347 2.6849 0.1995 -0.894 0.117 -0.300
H 4.0484 4.7278 3.0771 -0.302 0.087 -0.184
F -0.3080 -3.5324 6.8079 -0.050 0.022 0.208
H -3.9907 3.3718 1.1873 1.249 0.171 0.426
H -4.1264 -0.4663 -4.6080 0.064 0.008 -0.476
H -1.1825 2.2579 -6.0603 0.063 0.443 0.335
O 1.2090 -1.0125 1.4661 -0.570 -0.319 0.317
O -0.5385 1.0882 2.1673 -0.892 0.877 0.173
F 0.4488 3.2437 -7.7654 -0.077 0.095 0.217
F 1.5092 5.7727 -7.0054 0.117 -0.866 0.317
C -3.5242 -5.6469 -0.3905 -0.121 -0.686 -2.343
C -2.9550 3.4446 1.6332 -2.070 -0.410 -1.036
O -4.0828 0.2287 -2.7039 -0.026 0.193 0.242
H 2.0301 5.5049 1.6775 0.364 -0.133 0.219
F 1.5320 -0.1722 6.3996 -0.852 0.292 -0.343
O -0.4283 -1.0401 5.6879 -0.036 0.586 -0.148
C 5.4199 1.2939 -0.1870 -0.557 0.918 0.511
C -2.4021 -4.3233 1.4440 2.068 1.098 0.824
C -0.2176 -1.0899 -1.3884 -1.235 0.604 -0.075
V 1.4787 0.3610 -0.0376 -1.472 0.263 -0.160
```
Forces are in eV/Å.

Values from the calculation:
**Spin multiplicity**: 3
**Energy above the lowest of the compared OMol25 structures with the same formula, charge and spin**: 0.000 eV
**Gap between HOMO and LUMO (spin up / spin down)**: 0.3600 / 0.4006 Eh

---

This record from the OMol25 dataset describes a molecular structure, C4H10NO2 at a distorted geometry. The level of theory is ωB97M-V/def2-TZVPD.

```
17
Properties=species:S:1:pos:R:3:forces:R:3
H 1.8084 -0.6875 0.4219 2.947 -1.992 0.425
C -0.1657 -0.6199 -0.5525 1.145 -0.143 1.130
N -0.7011 -1.5430 0.4701 0.282 0.321 -0.567
C 0.6131 1.1888 1.1698 0.807 -1.605 1.692
H 1.3732 0.9210 -0.6911 -1.907 0.499 -0.890
H 0.3346 2.1708 0.8071 -0.413 -0.138 -0.084
H -0.2393 -2.4288 0.3066 -0.367 -0.248 0.153
O 2.5384 -0.2587 -0.1747 -1.424 -1.754 2.317
H 0.2898 -1.1625 -1.3874 -0.323 0.036 -0.259
C 0.9536 0.2314 0.0305 -0.367 5.046 -3.300
H -0.1062 0.6814 1.8172 -0.610 0.478 -0.249
H -1.0897 0.8347 -1.9232 0.212 -0.276 -0.130
H -1.6869 -1.5706 0.1282 0.004 -0.303 0.183
C -1.3686 0.2770 -0.9993 -0.921 0.142 0.341
H 1.4340 1.3449 1.8791 0.410 -0.013 -0.405
H -1.4899 1.0847 -0.2360 0.294 -0.008 0.017
O -2.4980 -0.4634 -1.0664 0.231 -0.043 -0.372
```
Forces are in eV/Å.

Values from the calculation:
**Net charge**: -1
**Energy above the lowest of the compared OMol25 structures with the same formula, charge and spin**: 5.868 eV
**Gap between HOMO and LUMO**: 0.2517 Eh

---

This record from the OMol25 dataset describes a molecular structure, C33H61GeN2OPS2SeSn. The level of theory is ωB97M-V/def2-TZVPD.

```
103
Properties=species:S:1:pos:R:3:forces:R:3
H -1.6103 2.9329 -4.4948 0.001 0.005 0.008
C 4.7791 -1.8937 2.4591 0.005 0.010 -0.003
H -1.9299 -0.4277 -6.9578 0.013 -0.011 0.045
H 0.9658 -1.5591 6.1281 0.023 0.040 0.002
C -3.0479 2.4751 -2.9723 -0.009 -0.038 0.024
C 4.1092 -3.1032 2.2808 0.000 -0.017 0.002
N -1.0446 2.7518 0.4660 0.030 -0.139 -0.017
C -1.2127 3.6849 4.5121 0.003 0.050 -0.004
H 4.6463 -4.0350 2.4136 -0.016 0.027 -0.001
H -1.4128 -2.0148 2.8762 0.022 0.007 -0.005
H 1.6387 1.8330 3.4615 -0.008 0.005 0.015
H -1.5364 -3.3512 -1.2380 -0.001 -0.005 -0.015
C 0.0317 4.0489 -1.4058 0.033 0.061 -0.011
H 2.5531 -0.9388 6.5738 -0.017 0.015 -0.042
O 0.0273 -0.5748 0.8266 -0.026 0.216 0.049
C -2.1536 -0.6473 -5.9107 0.067 0.020 0.013
H -3.9301 1.7449 -1.3030 -0.028 -0.007 0.025
C -3.8734 -1.5480 -3.0296 0.061 -0.055 -0.009
S -0.2400 2.6745 -2.5800 0.045 -0.013 0.062
H 0.9833 3.0670 0.2456 0.020 -0.017 0.009
H -3.9049 3.0586 -3.3220 0.002 0.020 -0.023
C -2.4110 -2.7342 -1.4338 0.050 -0.010 0.062
H 2.1765 0.2007 1.7725 0.037 -0.035 0.006
H -4.7042 -2.1848 -2.7164 0.019 0.003 -0.015
H 2.3337 1.9115 7.8260 -0.043 -0.006 -0.008
H 1.1181 -0.1092 -4.9271 -0.026 0.010 -0.009
H -1.7333 -4.1920 -3.7523 -0.060 0.020 0.000
H -2.3196 4.3331 1.1084 0.010 -0.012 -0.016
C 4.0707 -0.7056 2.2671 0.053 0.015 0.010
C 1.7480 -0.8529 5.8417 -0.009 0.007 0.017
C 2.8618 -2.4975 -1.5502 -0.021 -0.015 -0.039
H -2.8815 -1.4538 -5.8993 -0.069 -0.075 0.006
C -0.3271 -2.0201 2.9692 0.020 -0.041 0.044
H -1.1998 -0.0982 5.2706 0.011 -0.008 -0.018
C 2.5614 -1.1577 -1.7402 0.013 0.005 -0.015
C 0.0636 3.6231 0.0563 0.013 -0.038 0.051
H -0.2100 1.0615 -4.9938 -0.021 0.032 0.010
C -2.3787 3.3602 0.6077 0.072 0.128 -0.011
C 2.0898 -1.9373 1.7625 -0.063 0.098 0.019
H 0.0047 -2.9352 3.4622 -0.013 0.037 -0.026
H 4.5832 0.2424 2.3899 -0.023 -0.028 0.001
H -2.6638 4.3216 -1.3122 0.002 -0.037 0.015
H 3.0985 1.7103 4.4574 -0.024 0.002 0.011
H -3.8713 -0.6690 -2.3755 0.013 0.000 0.018
H 1.1302 0.2513 -2.4621 -0.004 0.047 -0.021
H -0.1514 3.8751 4.6545 -0.033 -0.013 0.003
H 0.0322 -1.1439 3.5066 -0.015 0.012 0.015
H 3.8112 -2.7869 -1.1178 -0.013 0.012 -0.013
H -3.4446 -4.2421 -3.3377 0.021 0.028 -0.009
H 0.7804 1.2414 8.3378 0.016 0.011 -0.039
H -1.7498 3.8046 5.4500 0.005 -0.012 -0.007
C 0.1543 0.1113 -5.3892 0.091 -0.011 -0.017
H 6.7252 -2.8031 2.6383 -0.010 -0.003 -0.005
Se -1.5054 1.8917 3.8292 -0.045 0.008 0.000
H 6.7617 -1.0564 2.3710 -0.015 -0.007 0.006
C 2.7690 -3.1334 1.9239 -0.026 -0.090 0.011
C -2.6543 -3.6092 -3.7509 0.008 0.037 -0.034
Ge 1.0772 0.9917 5.8156 0.021 -0.012 0.037
H -4.1329 3.8458 -0.5091 -0.045 -0.005 -0.026
C 1.9425 -3.4695 -1.9290 0.025 -0.005 0.020
C -0.8558 -1.0223 -5.1852 -0.072 -0.040 -0.104
H 0.0342 -3.8848 -2.7858 0.053 0.044 0.037
H 2.1815 -4.5189 -1.8046 -0.007 0.040 -0.006
H -1.6161 4.3901 3.7878 0.009 0.015 0.000
H -0.0305 -2.1318 -6.8328 -0.012 0.007 0.038
H -0.9435 -3.1479 -5.7246 0.013 0.017 0.000
C 1.2777 1.8277 7.5635 0.011 0.013 0.022
H 3.2796 -0.3932 -1.4679 -0.029 -0.036 -0.006
C 2.0507 2.0163 4.4556 0.013 0.015 -0.004
C 0.7223 -3.1068 -2.4802 -0.042 -0.038 -0.020
H -3.1110 1.4844 -3.4248 -0.008 0.026 -0.006
C 1.3356 -0.7993 -2.2853 0.030 -0.108 0.033
H -0.8019 2.3443 1.3749 0.027 0.026 0.015
C -0.2602 -2.3028 -5.7773 -0.023 -0.013 0.019
P -1.1772 -1.1225 -3.3389 -0.018 0.018 -0.027
H 0.3246 0.2410 -6.4616 0.000 -0.005 0.060
H -1.8290 4.2524 -3.3744 0.015 -0.015 0.029
H 2.1474 -1.1465 4.8691 -0.008 -0.005 -0.012
C 0.3909 -1.7624 -2.6554 0.048 0.019 -0.021
Sn -1.2492 0.7128 -0.8925 -0.165 -0.089 0.044
C 2.7295 -0.7186 1.9247 -0.043 0.008 -0.010
C 6.2251 -1.8642 2.8683 -0.018 0.013 0.013
H -3.2983 -3.3023 -1.1426 0.027 0.010 -0.006
C -2.5534 -2.3342 -2.9083 -0.064 0.018 0.004
H -0.7199 4.8095 -1.6005 -0.012 -0.012 -0.008
S 0.3657 -1.9724 1.3203 0.121 -0.093 -0.050
H 0.8463 2.8303 7.5647 0.014 -0.026 -0.005
H 6.3088 -1.6997 3.9451 0.000 -0.004 -0.025
H -4.0767 -1.2160 -4.0455 0.003 0.016 -0.042
H 0.9950 4.4894 -1.6590 0.005 -0.013 -0.014
H -2.9208 -3.3933 -4.7832 -0.002 -0.003 -0.054
H -2.9503 2.7053 1.2651 -0.071 -0.060 0.029
H 2.2648 -4.0828 1.7695 0.031 0.051 0.005
C -3.1100 3.5283 -0.7166 0.005 -0.031 -0.039
C -0.8722 0.9332 5.4031 0.039 -0.014 -0.044
H 0.1067 4.5253 0.6755 -0.008 0.021 -0.005
H 0.6703 -2.5752 -5.2776 -0.004 -0.002 -0.015
N -3.0906 2.2778 -1.5116 -0.014 0.061 0.020
H -2.6205 0.2442 -5.4806 0.015 -0.003 -0.004
H -2.3578 -1.8642 -0.7743 -0.004 0.006 0.045
H 2.0166 3.0886 4.6578 -0.002 -0.059 -0.005
C -1.7708 3.1667 -3.4426 -0.015 0.013 -0.055
H -1.4500 1.3312 6.2377 0.018 -0.007 0.019
```
Forces are in eV/Å.

Values from the calculation:
**Net charge**: +2
**Energy above the lowest of the compared OMol25 structures with the same formula, charge and spin**: 0.659 eV
**Gap between HOMO and LUMO**: 0.2589 Eh